# 1
{
  "formula": "H26O13",
  "method": "the ωB97M-V functional and the def2-TZVPD basis",
  "lumo_ev": -0.280,
  "gap_ev": 9.6,
  "largest_force_ev_per_a": 3.9,
  "e_homo_ha": -0.3640,
  "e_tot_ha": -993.68784,
  "total_charge": 0,
  "de_lowest_kj_mol": 224.20,
  "symbols": ["O", "H", "H", "O", "H", "H", "O", "H", "H", "O", "H", "H", "O", "H", "H", "O", "H", "H", "O", "H", "H", "O", "H", "H", "O", "H", "H", "O", "H", "H", "O", "H", "H", "O", "H", "H", "O", "H", "H"],
  "coordinates": [[16.986000, -15.339000, -0.753000], [17.793000, -15.479000, -0.268000], [17.129000, -14.481000, -1.135000], [13.370000, -8.520000, -3.028000], [13.490000, -7.641000, -3.321000], [13.646000, -9.165000, -3.687000], [15.000000, -15.427000, -2.927000], [14.918000, -14.917000, -2.141000], [15.785000, -15.071000, -3.333000], [13.553000, -11.902000, -6.448000], [13.740000, -12.756000, -6.144000], [13.546000, -11.862000, -7.401000], [17.678000, -10.097000, -4.253000], [16.909000, -10.161000, -3.679000], [17.635000, -9.182000, -4.384000], [15.596000, -10.004000, -1.958000], [14.937000, -9.356000, -2.129000], [15.026000, -10.560000, -1.438000], [14.515000, -10.049000, -4.714000], [14.120000, -10.670000, -5.407000], [14.891000, -9.291000, -5.207000], [17.363000, -14.722000, -3.975000], [18.229000, -15.058000, -3.638000], [17.733000, -14.110000, -4.606000], [14.085000, -14.270000, -5.494000], [14.585000, -13.908000, -4.747000], [14.806000, -14.250000, -6.128000], [12.665000, -12.393000, -2.878000], [12.068000, -12.142000, -3.557000], [13.539000, -12.422000, -3.204000], [15.262000, -12.493000, -3.795000], [15.898000, -12.623000, -3.055000], [15.271000, -11.569000, -4.018000], [16.749000, -12.974000, -1.500000], [17.690000, -12.837000, -1.726000], [16.754000, -12.707000, -0.598000], [17.148000, -11.253000, -6.656000], [17.291000, -10.730000, -5.851000], [16.564000, -10.821000, -7.269000]],
  "atomic_forces_ev_per_a": [[0.228, -1.235, 0.558], [0.382, -0.542, 0.500], [-0.478, 0.300, -0.514], [-0.542, -0.687, 1.870], [0.185, 1.208, -0.699], [0.011, -0.113, -0.630], [-0.700, -0.591, -0.634], [-0.287, 0.394, 1.128], [0.508, -0.145, -0.246], [-0.698, 3.757, -0.651], [0.332, -3.027, 0.883], [-0.007, -0.217, -0.213], [-0.189, -1.465, 0.406], [-0.426, -0.753, 0.687], [0.642, 2.428, -0.619], [1.005, -0.637, 0.295], [-0.957, 1.820, -0.824], [0.011, -1.132, 0.499], [0.136, 0.007, -1.550], [0.263, 0.460, 0.316], [-0.246, -0.788, 0.221], [2.270, -0.227, 0.417], [-1.282, -0.324, 0.131], [-0.499, 0.763, -0.837], [0.424, 0.153, -0.480], [-0.421, -0.091, 0.789], [0.125, -0.570, -0.572], [-1.286, -0.123, 2.083], [-0.533, 0.270, -1.004], [1.604, -0.171, -0.921], [0.812, -1.048, 0.742], [-0.735, 0.174, -0.538], [0.118, 0.943, -0.171], [1.360, 0.788, -1.250], [-0.525, 0.166, -0.390], [-0.593, 0.538, 1.421], [0.471, -0.817, -0.091], [-0.217, 0.103, -0.093], [-0.264, 0.429, -0.019]],
  "lowdin_charge": [-0.045, 0.031, -0.069, -0.045, 0.022, -0.033, -0.035, 0.008, -0.048, -0.011, -0.049, 0.067, -0.013, 0.008, 0.033, -0.030, -0.011, 0.047, -0.091, 0.055, 0.097, -0.036, 0.092, 0.055, -0.038, -0.003, 0.058, -0.021, 0.021, -0.053, -0.067, 0.031, -0.008, -0.018, 0.107, 0.078, -0.069, -0.030, 0.013]
}

# 2
{
  "formula": "C6H13BBr2I",
  "method": "the ωB97M-V functional and the def2-TZVPD basis",
  "lumo_ev": 2.832,
  "gap_ev": 7.9,
  "largest_force_ev_per_a": 2.9,
  "e_homo_ha": -0.1852,
  "e_tot_ha": -5706.96688,
  "total_charge": -1,
  "symbols": ["C", "C", "C", "I", "B", "C", "Br", "C", "C", "Br", "H", "H", "H", "H", "H", "H", "H", "H", "H", "H", "H", "H", "H"],
  "coordinates": [[2.883748, -0.492480, -0.291353], [2.200702, 0.993906, -0.188934], [0.594810, 1.004237, 0.138022], [0.214188, 2.827447, 1.353555], [0.050575, -0.265710, 1.027279], [-0.727694, -1.302992, 0.016808], [-1.223397, -3.047020, 0.890298], [-2.079039, -0.706636, -0.692366], [-2.781205, 0.552101, 0.087652], [-1.847534, -0.224660, -2.640912], [2.269580, -1.274744, -0.909530], [3.989945, -0.335124, -0.668693], [2.989274, -0.892679, 0.828221], [2.742869, 1.736925, 0.549503], [2.319469, 1.486889, -1.269804], [0.036340, 1.180451, -0.875734], [-0.665466, 0.198804, 1.869590], [0.877629, -0.864674, 1.609364], [0.041370, -1.583471, -0.849794], [-2.877164, -1.594314, -0.686097], [-3.892665, 0.630052, -0.338008], [-2.239405, 1.570246, -0.203565], [-2.876928, 0.403447, 1.244497]],
  "atomic_forces_ev_per_a": [[0.557, 0.615, 1.787], [-0.158, 0.756, -1.507], [1.332, 0.001, -1.520], [0.141, -0.084, -0.587], [-0.994, 0.199, -0.133], [0.443, 0.754, -2.666], [0.142, 0.592, -0.321], [-1.509, -1.291, 2.145], [-0.731, 0.393, -1.180], [-0.026, -0.230, 0.988], [1.276, 1.695, 1.063], [-2.251, -0.521, 0.382], [-0.347, 0.636, -2.575], [-0.800, -1.940, -1.371], [-0.103, -0.878, 2.228], [0.938, -0.114, 1.987], [-0.537, -0.291, 0.203], [0.903, -0.331, 0.249], [-1.886, 0.199, 1.721], [1.758, 2.057, -0.353], [2.333, -0.122, 0.813], [-1.085, -2.267, 0.970], [0.606, 0.170, -2.323]],
  "lowdin_charge": [-0.153, -0.335, -0.651, 0.654, -0.776, -0.691, 0.531, -0.742, -0.185, 0.526, 0.076, 0.068, 0.079, 0.065, 0.101, 0.043, -0.002, 0.033, 0.073, 0.064, 0.077, 0.056, 0.091]
}